#w
The following is a DFT calculation (ωB97M-V with the def2-TZVPD basis set) of a cluster of 2 separate species, H4N2O2P in total.

Atoms and positions in Å:
N1 2.000 -0.642 0.610
N2 2.251 0.522 -0.257
O1 -3.119 -0.757 -0.008
O2 -0.497 0.417 0.197
P1 0.675 -0.232 -0.466
H1 -2.239 -0.594 0.253
H2 2.401 -1.463 0.196
H3 2.907 0.352 -0.945
H4 -2.901 -0.651 -0.961

Charge: -1
LUMO: 4.61 eV
Molar mass: 95.02 g mol⁻¹


#x
The following is a DFT calculation (ωB97M-V with the def2-TZVPD basis set) of the ion H4N2O2P with charge -1.

Atoms and positions in Å:
N1 -1.896 -0.144 0.252
N2 1.696 -0.697 0.176
O1 0.133 1.171 1.336
O2 0.343 0.775 -1.236
P1 0.075 0.275 0.164
H1 -1.834 -0.093 -0.809
H2 -1.933 0.874 0.518
H3 1.853 -0.493 -0.804
H4 1.564 -1.668 0.403

Charge: -1
Structure (SMILES): NP(N)(=O)[O-]
LUMO: 4.44 eV
Molar mass: 95.02 g mol⁻¹


Which structure is most stable, and how do the rest compare? From most to least stable: #x, #w.


#w
The following is a DFT calculation (ωB97M-V with the def2-TZVPD basis set) of the molecule C22H27N3O2.

Atoms and positions in Å:
C1 1.758 1.699 1.280
H1 1.954 2.588 1.873
H2 2.698 1.177 1.120
C2 0.766 0.782 2.001
N1 0.559 -0.415 1.212
C3 1.137 -1.595 1.492
O1 1.856 -1.794 2.450
C4 0.844 -2.665 0.430
N2 1.181 -2.188 -0.885
C5 0.278 -1.522 -1.666
O2 -0.928 -1.525 -1.519
N3 0.967 -0.895 -2.667
C6 0.333 0.090 -3.516
C7 0.220 1.427 -2.825
C8 1.188 2.407 -2.997
C9 1.095 3.612 -2.320
C10 0.030 3.849 -1.469
C11 -0.940 2.875 -1.293
C12 -0.841 1.666 -1.959
H3 -1.585 0.897 -1.814
H4 -1.779 3.065 -0.639
H5 -0.047 4.791 -0.946
H6 1.854 4.368 -2.461
H7 2.013 2.233 -3.674
H8 0.915 0.172 -4.438
H9 -0.664 -0.295 -3.746
C13 2.389 -0.876 -2.407
H10 2.941 -1.201 -3.295
C14 2.546 -1.857 -1.234
H11 3.067 -1.407 -0.382
H12 3.086 -2.763 -1.528
H13 2.723 0.136 -2.141
H14 -0.224 -2.897 0.434
H15 1.420 -3.564 0.661
H16 -0.083 -0.352 0.435
C15 -0.558 1.502 2.253
H17 -0.341 2.446 2.756
H18 -1.014 1.733 1.288
C16 -1.538 0.696 3.113
C17 -2.042 -0.543 2.425
C18 -1.758 -1.805 2.928
C19 -2.216 -2.940 2.283
C20 -2.965 -2.829 1.124
C21 -3.260 -1.575 0.617
C22 -2.806 -0.443 1.267
H19 -3.050 0.534 0.872
H20 -3.840 -1.481 -0.288
H21 -3.316 -3.714 0.616
H22 -1.983 -3.915 2.687
H23 -1.164 -1.901 3.826
H24 -1.048 0.421 4.049
H25 -2.389 1.340 3.355
H26 1.204 0.448 2.949
H27 1.357 2.005 0.315

Charge: 0
Structure (SMILES): C[C@@H](CCc1ccccc1)NC(=O)CN1CCN(Cc2ccccc2)C1=O
LUMO: 0.77 eV
Molar mass: 365.48 g mol⁻¹


#x
The following is a DFT calculation (ωB97M-V with the def2-TZVPD basis set) of the molecule C22H27N3O2.

Atoms and positions in Å:
O1 3.655 -2.004 -0.266
C1 2.884 -1.069 -0.194
N1 1.567 -1.149 -0.437
H1 1.022 -0.304 -0.343
C2 0.897 -2.372 -0.846
C3 0.243 -2.138 -2.188
C4 1.063 -2.004 -3.303
C5 0.529 -1.749 -4.551
C6 -0.843 -1.623 -4.694
C7 -1.662 -1.749 -3.589
C8 -1.135 -2.003 -2.326
C9 -2.065 -2.163 -1.156
C10 -1.355 -1.969 0.178
C11 -0.101 -2.832 0.218
H2 -0.369 -3.873 0.025
H3 0.375 -2.782 1.198
H4 -2.027 -2.240 0.994
H5 -1.091 -0.917 0.306
H6 -2.895 -1.458 -1.245
H7 -2.492 -3.171 -1.193
H8 -2.733 -1.649 -3.699
H9 -1.273 -1.425 -5.665
H10 1.177 -1.653 -5.410
H11 2.132 -2.106 -3.179
H12 1.699 -3.113 -0.948
C12 3.345 0.351 0.142
N2 2.300 1.118 0.784
C13 2.447 2.557 0.679
C14 1.078 3.198 0.970
N3 0.381 2.472 2.013
C15 -0.916 2.032 1.813
C16 -1.417 0.860 2.388
C17 -2.735 0.485 2.222
C18 -3.599 1.255 1.454
C19 -3.119 2.423 0.880
C20 -1.807 2.811 1.066
H13 -1.481 3.747 0.639
H14 -3.781 3.046 0.291
O2 -4.891 0.834 1.296
H15 -5.374 1.479 0.766
H16 -3.110 -0.418 2.676
H17 -0.779 0.215 2.970
C21 1.288 1.796 2.904
C22 2.100 0.715 2.170
H18 1.566 -0.239 2.168
H19 3.061 0.565 2.690
H20 1.968 2.556 3.306
H21 0.744 1.372 3.746
H22 1.219 4.248 1.263
H23 0.480 3.170 0.057
H24 2.747 2.812 -0.339
H25 3.218 2.948 1.363
H26 3.603 0.826 -0.809
H27 4.266 0.281 0.744

Charge: 0
Structure (SMILES): O=C(CN1CCN(c2ccc(O)cc2)CC1)N[C@H]1CCCc2ccccc21
LUMO: 0.65 eV
Molar mass: 365.48 g mol⁻¹


Which structure is most stable, and how do the rest compare? From most to least stable: #w, #x.


#w
The following is a DFT calculation (ωB97M-V with the def2-TZVPD basis set) of a structure of composition C16H18N2O4S.

Atoms and positions in Å:
C1 3.812 2.336 3.377
H1 4.005 1.865 2.366
C2 2.398 2.983 3.074
C3 2.469 4.338 2.244
H2 3.119 5.223 2.619
C4 2.931 4.053 0.911
N1 2.028 3.113 0.430
C5 2.290 1.887 -0.207
O1 3.449 1.407 -0.062
C6 1.105 1.030 -0.610
C7 1.224 -0.366 -1.207
C8 -0.222 -0.338 -1.538
N2 -1.099 0.876 -1.116
O2 -0.016 1.509 -0.676
C9 -1.072 -1.507 -1.998
H3 -1.878 -1.349 -2.313
H4 -0.471 -2.152 -2.385
S1 -1.459 -2.676 -0.395
C10 -3.159 -2.246 -0.166
C11 -3.547 -0.977 -0.248
C12 -4.902 -0.507 0.024
C13 -5.500 -1.586 0.853
C14 -5.083 -2.855 1.039
C15 -3.761 -3.177 0.775
H5 -3.437 -4.024 0.582
H6 -5.813 -3.539 1.568
H7 -6.794 -1.148 1.189
H8 -5.264 0.292 -0.265
H9 -2.957 -0.154 -0.706
C16 2.067 -1.357 -1.301
O3 1.843 -2.361 -2.098
O4 3.296 -1.002 -1.011
H10 3.463 -0.268 -0.518
H11 0.965 3.480 0.183
H12 2.937 4.971 0.260
H13 3.983 3.357 0.674
H14 1.500 4.905 2.114
H15 2.226 3.284 4.353
H16 1.788 2.376 2.785
H17 3.952 1.570 4.088
H18 4.535 3.031 3.781

Charge: 0
LUMO: -1.15 eV
Molar mass: 334.40 g mol⁻¹


#x
The following is a DFT calculation (ωB97M-V with the def2-TZVPD basis set) of the molecule C16H18N2O4S.

Atoms and positions in Å:
C1 -6.528 -0.300 1.633
H1 -6.776 0.556 2.255
H2 -7.257 -0.414 0.828
H3 -6.515 -1.216 2.227
O1 -5.238 -0.039 1.097
C2 -4.745 -0.979 0.285
O2 -5.322 -2.005 0.002
C3 -3.422 -0.638 -0.232
C4 -2.596 0.453 -0.044
C5 -1.444 0.218 -0.807
C6 -1.595 -1.000 -1.435
N1 -2.789 -1.505 -1.080
H4 -3.202 -2.378 -1.375
H5 -0.920 -1.498 -2.100
S1 -0.034 1.283 -0.938
O3 -0.453 2.609 -1.273
O4 0.914 0.635 -1.807
N2 0.462 1.293 0.668
C7 1.181 0.090 1.057
H6 1.125 -0.633 0.243
H7 0.702 -0.342 1.941
C8 2.644 0.502 1.360
C9 3.673 -0.405 0.743
C10 3.668 -0.666 -0.624
C11 4.631 -1.488 -1.181
C12 5.612 -2.058 -0.387
C13 5.624 -1.803 0.973
C14 4.660 -0.981 1.532
H8 4.676 -0.785 2.595
H9 6.384 -2.244 1.601
H10 6.363 -2.698 -0.825
H11 4.617 -1.682 -2.244
H12 2.907 -0.230 -1.254
C15 2.717 1.948 0.838
H13 2.966 1.950 -0.223
H14 3.448 2.547 1.378
C16 1.284 2.437 1.029
H15 1.087 2.688 2.076
H16 1.011 3.278 0.395
H17 2.787 0.514 2.445
H18 -2.792 1.315 0.558

Charge: 0
Structure (SMILES): COC(=O)c1cc(S(=O)(=O)N2CC[C@H](c3ccccc3)C2)c[nH]1
LUMO: 0.61 eV
Molar mass: 334.40 g mol⁻¹


Which structure is most stable, and how do the rest compare? From most to least stable: #x, #w.